# 1
A structure of composition C33H38BrFeIN3O2Sb2, computed with wB97M-V/def2-TZVPD.

XYZ file:
```
81
Properties=species:S:1:pos:R:3:mulliken_spin:R:1
H 1.261 4.260 -1.677 -0.001
H -3.051 -4.017 2.086 0.001
C 2.831 0.044 5.781 0.000
C 1.206 -0.085 -3.709 0.022
H 0.796 0.588 5.375 0.000
C 3.337 2.649 -5.214 0.001
H 4.343 2.745 -5.599 0.000
C -3.192 1.179 1.472 0.016
C 0.212 4.445 -1.455 0.021
H -3.447 0.247 0.985 0.000
H 2.743 0.195 6.848 0.000
C -2.954 -6.149 2.209 -0.002
C 1.599 1.263 -4.243 -0.005
Fe -0.390 0.560 0.174 4.098
C 2.893 1.428 -4.737 -0.001
O 0.889 0.856 1.466 0.281
N -0.678 -1.218 1.317 0.028
C 4.034 -0.374 5.227 0.001
H 0.154 -0.320 -3.860 -0.002
C -2.816 -7.339 1.507 0.004
C 0.628 0.205 2.710 -0.019
H -0.185 5.185 -2.148 0.004
C -0.698 2.275 -3.780 0.025
H -0.144 0.778 3.234 -0.005
C 0.725 2.361 -4.252 -0.002
H 4.179 0.405 -2.042 0.004
C -4.116 1.858 2.241 0.005
O 3.196 -0.510 1.684 0.008
C -1.585 2.777 1.877 0.014
C 2.232 -2.201 -1.265 0.036
H -2.549 -8.250 -0.418 0.000
H 3.754 0.922 -0.397 0.000
H 2.627 -2.266 -0.252 -0.002
H -3.035 3.793 -0.538 -0.001
H 3.010 -2.457 -1.981 0.006
H -1.003 -3.227 1.598 0.014
H -0.560 3.098 1.731 -0.007
H -3.033 -3.675 -1.586 -0.002
H -3.138 -6.165 3.275 0.000
C 2.477 3.737 -5.211 0.001
H -1.301 3.050 -4.253 0.003
N 0.093 -1.144 2.462 -0.002
C 1.843 0.074 3.581 0.010
H -3.063 4.104 -2.288 0.005
H -5.112 1.457 2.368 0.001
C -2.579 -6.116 -0.545 0.005
I -1.801 5.296 3.506 0.002
H 3.560 0.574 -4.761 0.000
H 5.096 -0.860 3.412 0.000
C -2.670 -4.911 0.160 0.004
H 2.507 0.052 1.289 0.005
H -1.167 1.316 -3.999 -0.002
H -2.453 -6.102 -1.620 0.000
C 3.423 0.897 -1.433 0.020
Sb -0.889 2.651 -1.672 0.101
C -2.888 3.350 -1.523 0.021
C -2.881 -4.938 1.542 0.002
H -4.457 3.602 3.448 0.000
H 0.112 4.810 -0.434 -0.001
C -1.185 -2.346 0.986 0.056
Br -2.143 -0.983 -1.324 0.075
H 2.803 4.695 -5.594 0.000
C -2.634 -7.322 0.130 -0.002
H 0.802 -1.868 2.516 0.001
C -2.582 -3.666 -0.599 0.005
C -2.456 3.520 2.657 0.009
N -1.945 1.633 1.288 0.040
H 1.801 -0.873 -4.171 0.003
H 0.504 4.428 -4.776 0.000
H -2.875 -8.283 2.031 0.000
H 1.385 -2.875 -1.384 -0.002
C 4.159 -0.555 3.859 -0.002
Sb 1.617 -0.196 -1.596 0.112
H -3.588 2.526 -1.656 -0.001
C -1.984 -2.533 -0.199 -0.019
H 4.888 -0.550 5.867 0.000
C 3.067 -0.328 3.041 0.011
C -3.750 3.051 2.843 -0.004
H 3.262 1.907 -1.804 -0.002
C 1.743 0.268 4.956 0.003
C 1.185 3.585 -4.741 0.001
```

Its expectation value of S² is 8.77. As for the spin multiplicity: 6. Its total charge is +2. The value obtained for the largest force on an atom is 0.28 eV/A. As for the HOMO energy (alpha / beta): -12.99 / -12.99 eV. The calculation puts the LUMO energy (alpha / beta) at -5.816 / -7.091 eV.



# 2
A structure of composition C33H38F6N3O4P2S2Si2Ti in a non-equilibrium geometry, computed with wB97M-V/def2-TZVPD.

XYZ file:
```
91
Properties=species:S:1:pos:R:3:mulliken_charge:R:1
C -1.934 -3.834 -1.021 -0.931
H -0.803 -3.686 -3.911 0.564
C 2.121 4.495 3.496 -0.648
H -4.819 1.421 -0.300 0.477
C -3.842 -1.995 3.536 -0.885
F 6.073 -1.206 -1.313 -0.252
C -3.698 1.328 2.891 -0.850
C -0.824 3.069 -2.999 -1.164
H -1.057 3.616 2.747 0.440
C -4.077 -1.798 2.184 -0.823
H 2.549 -1.805 0.836 0.297
Ti 1.078 -0.007 -0.916 -1.665
C 2.182 3.443 -1.853 -1.018
H -0.800 -4.274 1.813 0.389
F 4.115 -2.025 -1.013 -0.131
N 0.162 1.611 -0.610 1.316
H 2.458 4.488 -1.741 0.590
H -0.460 -1.799 3.515 0.545
H -2.887 -4.131 -1.445 0.484
H -1.259 -4.676 -1.136 0.367
H -4.066 1.282 3.905 0.524
F 1.161 -0.907 -5.682 -0.183
H 2.599 1.879 1.383 0.293
H 0.726 -3.192 -3.201 0.293
O 2.972 0.396 -0.729 -0.556
F 4.816 -1.613 -3.013 -0.229
H 2.423 3.157 -2.873 0.366
C -1.721 -1.650 1.804 1.433
F 3.313 -0.904 -5.606 -0.181
S 2.162 -0.048 -3.350 0.928
H -1.629 1.285 3.473 0.647
C 0.735 4.522 3.505 -0.823
H -3.177 -1.500 0.252 0.303
H 2.832 2.865 -1.197 -0.020
C 3.017 -3.830 1.437 -0.774
C -4.118 1.402 0.522 -0.862
H 3.887 3.545 2.741 0.495
H -5.088 -1.790 1.805 0.531
H -0.220 -2.058 -4.165 0.203
C 2.225 -0.275 -5.211 0.429
H -2.344 1.425 -0.724 0.341
P -0.082 1.372 1.008 1.890
C 4.830 -1.180 -1.756 0.665
H 0.718 -6.107 2.413 0.457
O 2.152 -1.262 -2.565 -0.641
H -1.858 3.287 -2.745 0.339
H -3.074 -1.557 -3.484 0.509
C 1.121 -5.180 2.035 -0.860
N -0.335 -1.269 -0.798 0.890
C 2.168 -2.784 1.126 -0.678
Si 0.326 3.150 -1.470 0.845
C -2.547 -1.984 4.032 -0.870
C -2.754 1.403 0.279 -0.496
O 0.958 0.702 -3.129 -0.814
H -0.587 5.428 -1.039 0.518
C -0.345 4.587 -0.398 -1.226
C -1.865 1.390 1.345 0.586
P -0.192 -1.464 0.842 2.542
Si -1.266 -2.277 -1.909 0.480
H -0.787 2.095 -3.473 0.132
H -2.294 -0.153 -2.768 0.118
H -3.516 -1.045 -1.876 0.337
C 0.266 -4.146 1.694 -0.114
C 2.099 2.641 1.979 -0.689
H 4.084 -3.718 1.328 0.512
C -2.334 1.330 2.655 -0.546
H -5.651 1.397 2.022 0.470
O 5.084 1.466 -1.333 -0.670
H -0.513 3.801 -3.735 0.468
N 3.487 0.751 -3.132 -0.641
H 0.209 5.242 4.114 0.462
C 0.707 2.659 1.999 0.547
C -3.016 -1.630 1.311 0.005
H 0.360 4.942 0.347 0.294
C -2.680 -1.150 -2.559 -1.041
C 0.022 3.605 2.752 -0.131
H 3.149 -5.830 2.192 0.425
C 0.790 -2.940 1.244 0.391
H 2.668 5.201 4.101 0.417
H -2.088 -3.683 0.042 0.129
C -4.588 1.380 1.828 -0.819
H -2.367 -2.130 5.085 0.468
C 2.806 3.562 2.729 -0.861
H -1.256 4.306 0.122 0.317
H -4.674 -2.154 4.203 0.445
S 4.069 0.557 -1.687 1.310
F 2.226 0.960 -5.688 -0.175
C 0.863 -0.109 1.244 -1.672
C -1.485 -1.806 3.167 -1.210
C -0.282 -2.860 -3.436 -1.322
C 2.491 -5.026 1.904 -0.749
```

Its total charge is +1. The relative energy (zero: lowest compared OMol25 entry of this formula, charge and spin) is 183.00 kJ/mol. The value obtained for the largest force on an atom is 3.20 eV/A. As for the HOMO energy: -11.28 eV. The calculation puts the LUMO energy at -3.513 eV.



# 3
The molecule C33H38N2O4 in a non-equilibrium geometry, computed with wB97M-V/def2-TZVPD.

XYZ file:
```
77
Properties=species:S:1:pos:R:3:mulliken_charge:R:1
C -0.558 -1.804 7.363 -0.693
C -3.193 -1.227 -6.579 -0.719
H 1.244 -1.371 0.701 0.996
H 4.049 4.725 2.374 0.343
C 6.154 3.274 0.222 -1.228
H -5.950 -1.160 -4.631 0.411
C -0.719 1.260 -0.174 0.504
C 0.752 -1.085 7.068 -0.759
C 2.106 1.441 2.190 0.022
C 0.830 -1.370 3.331 -1.350
N 0.301 -1.163 4.668 0.395
H -3.698 2.352 -4.376 0.277
H 1.501 -1.321 7.827 0.380
C -1.580 -1.583 -3.204 0.658
H -5.284 -1.055 -7.004 0.412
C 0.795 -0.414 0.989 0.580
H -0.480 3.947 -0.043 0.401
H 5.800 4.973 2.324 0.303
H 2.198 -0.949 5.476 0.399
C -1.302 -0.566 -2.225 -0.166
C -0.135 -0.010 -0.135 -1.160
C 2.803 0.708 0.042 -0.678
O -0.439 2.080 0.863 -0.293
C 0.013 -3.069 -2.080 -0.246
H -1.961 3.496 0.855 0.336
O 0.169 -2.110 -1.113 -0.507
H 0.902 -2.444 3.080 0.163
H -1.184 -1.417 -5.860 0.465
C -0.430 -0.898 -1.169 1.110
C -1.542 -1.509 6.238 -0.897
H 2.678 0.066 -0.820 0.457
C -1.535 1.632 -1.244 -0.818
H -0.882 -1.255 2.013 0.784
H 4.799 5.404 0.923 0.298
H 0.583 -0.007 7.073 0.297
H 1.447 1.395 3.042 0.557
H -4.233 -1.376 -2.876 0.461
C -3.945 -1.329 -3.917 -0.032
H -0.380 -2.881 7.420 0.330
C -4.905 -1.208 -4.902 -0.831
H -0.966 -1.478 8.323 0.317
C -0.922 -2.766 -3.136 -0.396
H -0.755 -2.989 4.871 0.339
C 4.927 4.677 1.738 -1.042
H -1.945 2.626 -1.273 0.662
C -0.868 3.418 0.833 -1.103
H -1.768 -0.441 6.225 0.303
H 6.450 2.238 0.069 0.401
H -3.819 2.566 -2.613 0.378
H -2.474 -2.057 6.387 0.391
C -0.932 -1.896 4.894 -0.460
H 3.281 2.955 3.097 0.406
C 4.040 2.467 1.145 0.888
H -2.362 3.125 -3.487 0.349
C -2.597 -1.395 -4.257 0.372
O -2.583 1.066 -3.343 -0.324
C -4.532 -1.152 -6.235 -0.395
C -0.010 -0.652 2.272 -1.165
H 7.019 3.826 0.591 0.314
C -2.229 -1.357 -5.595 -0.346
H 1.842 -0.960 3.312 0.665
C 3.841 1.619 0.052 -0.688
H -1.100 -3.550 -3.854 0.541
H -0.366 0.296 2.674 0.158
H -2.899 -1.188 -7.618 0.395
H 1.508 -2.574 5.696 0.303
H -0.459 3.872 1.734 0.268
C -3.137 2.354 -3.443 -1.066
N 5.116 3.342 1.221 -0.014
C 1.274 -1.492 5.694 -0.653
H -1.632 -1.651 4.094 0.362
O 0.643 -4.092 -1.964 -0.655
H 5.855 3.710 -0.742 0.384
C 1.913 0.599 1.103 -0.813
H 4.491 1.669 -0.807 0.452
C 3.148 2.346 2.215 -1.033
C -1.825 0.746 -2.266 0.545
```

The value obtained for the largest force on an atom is 1.04 eV/A. As for the HOMO energy: -7.39 eV. The calculation puts the LUMO energy at 0.294 eV.